Entry 1:
{"formula": "C63H63IrP3Si2", "method": "ωB97M-V/def2-TZVPD", "lumo_ev": [-5.81, -7.54], "spin_multiplicity": 2, "charge": 2, "symbols": ["Ir", "C", "C", "C", "C", "C", "C", "P", "C", "C", "C", "C", "C", "C", "C", "C", "C", "C", "C", "C", "Si", "C", "C", "C", "C", "C", "C", "P", "C", "C", "C", "C", "C", "C", "C", "C", "C", "C", "C", "C", "C", "C", "C", "C", "C", "C", "P", "C", "C", "C", "C", "C", "C", "C", "C", "C", "C", "C", "C", "H", "H", "H", "H", "H", "H", "H", "H", "H", "H", "H", "H", "H", "H", "H", "H", "H", "H", "H", "H", "H", "H", "H", "H", "H", "H", "H", "H", "H", "H", "H", "H", "H", "H", "H", "H", "H", "H", "H", "H", "H", "H", "C", "Si", "C", "C", "C", "C", "C", "C", "C", "C", "H", "H", "H", "H", "H", "H", "H", "H", "H", "H", "H", "H", "H", "H", "H", "H", "H", "H", "H", "H", "H"], "coordinates": [[0.7830, -0.4191, 0.0180], [3.3873, -0.0503, 5.4856], [3.2429, 1.1182, 4.7525], [2.2978, 1.1970, 3.7420], [1.4642, 0.1089, 3.4806], [1.6181, -1.0658, 4.2171], [2.5821, -1.1459, 5.2085], [0.1652, 0.2647, 2.2294], [-1.2797, -0.6060, 2.9315], [-1.3245, -1.9999, 3.0155], [-2.3779, -2.6416, 3.6450], [-3.4086, -1.9010, 4.2043], [-3.3806, -0.5188, 4.1199], [-2.3281, 0.1263, 3.4870], [-0.3298, 1.9935, 2.1584], [-0.5051, 2.7379, 3.3281], [-1.0395, 4.0130, 3.2556], [-1.4044, 4.5413, 2.0234], [-1.2036, 3.8083, 0.8657], [-0.6577, 2.5239, 0.9143], [-0.1055, 1.6629, -0.6609], [-1.3294, 1.6652, -2.0785], [-0.8659, 2.0933, -3.3271], [-1.7128, 2.1627, -4.4222], [-3.0487, 1.8178, -4.2801], [-3.5266, 1.3875, -3.0498], [-2.6798, 1.2964, -1.9474], [-3.2529, 0.6502, -0.3241], [-4.0393, 2.1102, 0.4461], [-4.3818, 2.0014, 1.7943], [-4.9627, 3.0660, 2.4669], [-5.1998, 4.2591, 1.7983], [-4.8687, 4.3751, 0.4552], [-4.2959, 3.3062, -0.2202], [-4.6890, -0.3684, -0.8220], [-4.4767, -1.4249, -1.7120], [-5.5224, -2.2402, -2.1088], [-6.8020, -2.0176, -1.6134], [-7.0222, -0.9721, -0.7331], [-5.9733, -0.1473, -0.3425], [1.3677, 2.7071, -1.2073], [1.2248, 4.0129, -1.6877], [2.3237, 4.7249, -2.1344], [3.5910, 4.1428, -2.1285], [3.7574, 2.8591, -1.6472], [2.6470, 2.1594, -1.1687], [2.8308, 0.5031, -0.4649], [3.9521, 0.6672, 0.9498], [4.3349, 1.9341, 1.3917], [5.3014, 2.0658, 2.3772], [5.8729, 0.9394, 2.9479], [5.4682, -0.3250, 2.5412], [4.5171, -0.4620, 1.5436], [3.7860, -0.3524, -1.7493], [5.1118, -0.7420, -1.5898], [5.8166, -1.2423, -2.6769], [5.2114, -1.3387, -3.9206], [3.8936, -0.9279, -4.0879], [3.1822, -0.4406, -3.0057], [4.1211, -0.1049, 6.2788], [3.8639, 1.9766, 4.9714], [2.1894, 2.1162, 3.1818], [0.9691, -1.9137, 4.0508], [2.6852, -2.0568, 5.7827], [-0.5378, -2.6064, 2.5883], [-2.3912, -3.7218, 3.7003], [-4.2288, -2.4008, 4.7008], [-4.1821, 0.0673, 4.5493], [-2.3415, 1.2027, 3.4201], [-0.2430, 2.3152, 4.2904], [-1.1810, 4.5897, 4.1597], [-1.8398, 5.5301, 1.9672], [-1.4871, 4.2400, -0.0860], [0.1733, 2.3740, -3.4542], [-1.3318, 2.4913, -5.3802], [-3.7207, 1.8795, -5.1260], [-4.5677, 1.1087, -2.9500], [-4.2028, 1.0663, 2.3139], [-5.2340, 2.9656, 3.5096], [-5.6530, 5.0916, 2.3198], [-5.0660, 5.2989, -0.0729], [-4.0465, 3.4132, -1.2669], [-3.4934, -1.5865, -2.1390], [-5.3444, -3.0448, -2.8108], [-7.6221, -2.6521, -1.9206], [-8.0172, -0.7850, -0.3519], [-6.1684, 0.6729, 0.3374], [0.2444, 4.4717, -1.7340], [2.1988, 5.7336, -2.5050], [4.4428, 4.6959, -2.5004], [4.7409, 2.4029, -1.6368], [3.8991, 2.8235, 0.9580], [5.6083, 3.0534, 2.6950], [6.6326, 1.0433, 3.7111], [5.9072, -1.2072, 2.9879], [4.2523, -1.4544, 1.2063], [5.6064, -0.6507, -0.6332], [6.8468, -1.5463, -2.5502], [5.7697, -1.7202, -4.7646], [3.4255, -0.9835, -5.0621], [2.1606, -0.0970, -3.1410], [-1.1346, -2.1123, -0.1834], [0.3672, -2.4971, -1.2682], [-0.1341, -2.7861, -3.0788], [0.9805, -3.4013, -3.9265], [-1.2928, -3.8096, -2.9859], [-0.6687, -1.5168, -3.7341], [1.5954, -3.7020, -0.4463], [1.8800, -3.1309, 0.9444], [2.8937, -3.8858, -1.2318], [0.9224, -5.0772, -0.2893], [-1.4244, -3.0432, 0.3101], [-1.9551, -1.7488, -0.7934], [-1.0567, -1.3866, 0.6529], [1.2062, -4.4212, -3.6089], [1.9034, -2.8229, -3.8972], [0.6466, -3.4528, -4.9661], [-1.0499, -4.6837, -2.3777], [-1.5080, -4.1720, -3.9945], [-2.2046, -3.3619, -2.5946], [0.1284, -0.8165, -3.9801], [-1.3902, -0.9894, -3.1096], [-1.1736, -1.7857, -4.6665], [2.3406, -2.1328, 0.9140], [2.5732, -3.7808, 1.4891], [0.9706, -3.0634, 1.5400], [3.3411, -2.9451, -1.5485], [2.7341, -4.4956, -2.1206], [3.6204, -4.4080, -0.6027], [0.0175, -5.0386, 0.3206], [1.6230, -5.7546, 0.2087], [0.6747, -5.5225, -1.2530]], "mulliken_charge": [1.76, -0.98, -0.89, -0.59, 1.32, -0.80, -0.89, 1.38, 1.18, -0.09, -1.48, -1.13, -0.31, -1.70, -0.85, 0.20, -1.00, -1.02, 0.11, 0.18, 0.25, 0.50, -0.10, -1.03, -0.95, -0.36, -0.55, 1.72, 0.60, -0.99, -0.66, -0.81, -0.64, -0.78, 0.41, 0.48, -1.08, -0.70, -0.83, -0.72, -0.30, 0.19, -0.82, -0.93, -0.20, -0.48, 2.20, 0.83, -1.47, -0.83, -0.92, -0.72, -0.63, 0.63, -0.42, -0.78, -0.80, -0.60, -0.15, 0.44, 0.56, 0.55, 0.45, 0.50, 0.70, 0.53, 0.44, 0.59, 0.55, 0.62, 0.47, 0.50, 0.47, 0.52, 0.47, 0.45, 0.60, 0.59, 0.48, 0.43, 0.44, 0.41, 0.14, 0.51, 0.41, 0.45, 0.47, 0.40, 0.48, 0.46, 0.60, 0.45, 0.45, 0.45, 0.49, 0.41, 0.51, 0.48, 0.45, 0.51, 0.13, -0.93, -0.43, 2.81, -1.64, -1.50, -1.48, 2.94, -1.12, -1.69, -1.80, 0.90, -1.04, -0.29, 0.34, 0.16, 0.57, 0.25, 0.64, 0.09, 0.33, 0.00, 0.68, -0.63, 0.94, -0.42, 0.19, 0.42, 0.55, 0.32, 0.54, 0.37]}

---

Entry 2:
{"formula": "C4H11NO2", "method": "ωB97M-V/def2-TZVPD", "lumo_ev": 0.39, "smiles": "C=N/C=C/C.O.O", "spin_multiplicity": 1, "e_above_lowest_ev": 4.203, "symbols": ["C", "N", "C", "C", "C", "H", "H", "H", "H", "H", "H", "H", "O", "H", "H", "O", "H", "H"], "coordinates": [[0.0617, -2.5107, -0.0564], [0.2917, -1.4408, -0.7614], [-0.5641, -0.3174, -0.7507], [-0.0935, 0.9099, -0.6235], [-0.5045, 1.8836, 0.4152], [-0.9361, -2.8647, 0.1325], [0.8939, -2.9519, 0.5013], [-1.6001, -0.5890, -0.6341], [0.6969, 1.2047, -1.3422], [-1.2182, 2.5925, 0.0879], [-0.8305, 1.5246, 1.3214], [0.3323, 2.5007, 0.6732], [-1.4296, -0.4896, 2.7624], [-1.5927, 0.3638, 3.1817], [-1.1666, -0.2736, 1.8469], [2.7494, 0.3359, -1.9661], [2.1990, -0.4980, -1.8867], [2.7110, 0.6202, -2.9014]], "mulliken_charge": [-0.40, -0.30, -0.43, -0.01, -1.05, 0.31, 0.26, 0.56, 0.31, 0.32, 0.07, 0.35, -0.68, 0.31, 0.40, -0.69, 0.37, 0.32]}

---

Please write out number 2 again, unchanged.
{"formula": "C4H11NO2", "method": "ωB97M-V/def2-TZVPD", "lumo_ev": 0.39, "smiles": "C=N/C=C/C.O.O", "spin_multiplicity": 1, "e_above_lowest_ev": 4.203, "symbols": ["C", "N", "C", "C", "C", "H", "H", "H", "H", "H", "H", "H", "O", "H", "H", "O", "H", "H"], "coordinates": [[0.0617, -2.5107, -0.0564], [0.2917, -1.4408, -0.7614], [-0.5641, -0.3174, -0.7507], [-0.0935, 0.9099, -0.6235], [-0.5045, 1.8836, 0.4152], [-0.9361, -2.8647, 0.1325], [0.8939, -2.9519, 0.5013], [-1.6001, -0.5890, -0.6341], [0.6969, 1.2047, -1.3422], [-1.2182, 2.5925, 0.0879], [-0.8305, 1.5246, 1.3214], [0.3323, 2.5007, 0.6732], [-1.4296, -0.4896, 2.7624], [-1.5927, 0.3638, 3.1817], [-1.1666, -0.2736, 1.8469], [2.7494, 0.3359, -1.9661], [2.1990, -0.4980, -1.8867], [2.7110, 0.6202, -2.9014]], "mulliken_charge": [-0.40, -0.30, -0.43, -0.01, -1.05, 0.31, 0.26, 0.56, 0.31, 0.32, 0.07, 0.35, -0.68, 0.31, 0.40, -0.69, 0.37, 0.32]}

---

What is the formula in the second record? C4H11NO2